Record 1
DFT (ωB97M-V with the def2-TZVPD basis set) results for one molecule with the formula C8H6BrIO2 in a non-equilibrium geometry.

Structure (XYZ):
```
18
C8H6BrIO2, DFT ωB97M-V with the def2-TZVPD basis set
Br -2.35 1.78 1.15
C -1.48 0.52 -0.21
O -1.26 1.14 -1.42
C -0.02 1.95 -1.47
C 0.99 1.06 -1.89
C 1.55 -0.01 -2.14
I 2.69 -1.60 -2.46
C -0.37 -0.08 0.57
C -0.02 -1.39 0.42
C 1.20 -1.48 1.16
C 1.40 -0.23 1.73
O 0.49 0.66 1.27
H -2.29 -0.08 -0.45
H 0.06 2.16 -0.33
H -0.23 2.85 -1.95
H -0.43 -1.98 -0.35
H 1.77 -2.38 1.29
H 2.09 0.14 2.51
```

highest occupied orbital energy = -0.3260 hartree
frontier orbital gap = 9.1 eV
2S+1 = 1
charge = 0
SMILES string = Br[C@@H](OCC#CI)c1ccco1

Record 2
DFT (ωB97M-V with the def2-TZVPD basis set) results for C20H18N5Pd as an isolated structure in a non-equilibrium geometry.

Structure (XYZ):
```
44
C20H18N5Pd, DFT ωB97M-V with the def2-TZVPD basis set
Pd 0.00 0.00 0.00
C -1.86 0.67 -3.77
C -2.12 -0.61 -4.26
C -1.76 -1.72 -3.49
C -1.15 -1.51 -2.26
N -0.89 -0.29 -1.78
C -1.25 0.77 -2.53
C -0.69 -2.49 -1.31
C -0.80 -3.87 -1.50
C -0.32 -4.73 -0.52
C 0.25 -4.18 0.61
C 0.32 -2.78 0.73
N -0.13 -1.90 -0.21
C 0.90 -2.10 1.86
C 1.46 -2.67 3.01
C 1.96 -1.82 3.99
C 1.89 -0.44 3.81
C 1.31 0.02 2.64
N 0.82 -0.78 1.67
H -2.13 1.55 -4.33
H -2.61 -0.74 -5.22
H -1.96 -2.71 -3.87
H -1.02 1.74 -2.10
H -1.25 -4.29 -2.40
H -0.40 -5.80 -0.64
H 0.63 -4.83 1.39
H 1.52 -3.74 3.15
H 2.41 -2.22 4.90
H 2.27 0.25 4.55
H 1.22 1.09 2.43
N 2.93 1.61 0.91
C 1.77 2.07 1.54
C 1.83 3.14 2.42
C 0.66 3.59 3.01
C -0.54 2.96 2.70
C -0.51 1.91 1.81
N 0.63 1.45 1.22
H 3.64 1.36 1.58
H 2.64 0.80 0.35
H 2.78 3.63 2.63
H 0.68 4.43 3.70
H -1.48 3.28 3.14
H -1.41 1.38 1.52
H -0.35 1.48 -0.73
```

highest occupied orbital energy (spin up / spin down) = -0.5565 / -0.6907 hartree
frontier orbital gap (spin up / spin down) = 4.8 / 5.2 eV
2S+1 = 5
charge = +3

Record 3
DFT (ωB97M-V with the def2-TZVPD basis set) results for C9H9IrNO4S4Sb as an isolated structure in a non-equilibrium geometry.

Structure (XYZ):
```
29
C9H9IrNO4S4Sb, DFT ωB97M-V with the def2-TZVPD basis set
Ir -0.07 0.38 0.03
O -2.81 -2.03 -6.03
C -1.62 -1.69 -5.95
O -0.71 -1.56 -6.79
C -1.16 -1.33 -4.48
C 0.15 -0.96 -4.24
C 0.52 -0.64 -2.94
N -0.35 -0.67 -1.93
C -1.61 -1.02 -2.16
C -2.06 -1.37 -3.43
C -2.53 -0.99 -0.96
O -3.71 -1.25 -1.09
O -1.92 -0.68 0.14
H 0.86 -0.92 -5.05
H 1.54 -0.33 -2.70
H -3.09 -1.65 -3.58
S 2.35 3.91 1.35
Sb 2.47 1.65 1.83
S 0.13 1.11 2.27
S 2.23 0.67 -0.39
C -1.84 3.18 0.31
S -1.22 2.27 -1.12
C 0.21 3.26 -1.60
H -1.01 3.44 0.97
H -2.52 2.50 0.83
H -2.37 4.06 -0.02
H -0.14 4.18 -2.08
H 0.77 2.66 -2.30
H 0.82 3.48 -0.73
```

highest occupied orbital energy (spin up / spin down) = -0.2028 / -0.2027 hartree
frontier orbital gap (spin up / spin down) = 5.9 / 4.7 eV
2S+1 = 2
charge = -1

Record 4
DFT (ωB97M-V with the def2-TZVPD basis set) results for a 6-piece molecular cluster, C30H54BFN7O13 overall in a non-equilibrium geometry.

Structure (XYZ):
```
106
C30H54BFN7O13, DFT ωB97M-V with the def2-TZVPD basis set
C 0.42 4.80 3.23
C -0.73 3.86 2.83
F -1.86 4.58 2.46
C -0.37 2.79 1.79
C 0.58 1.87 2.57
O 1.11 0.81 1.79
N 1.21 -0.33 2.63
O 2.28 -0.79 2.60
O -1.51 2.05 1.51
B -1.61 1.69 0.09
N -1.15 0.22 -0.23
C -3.11 1.82 -0.57
C -3.76 0.49 -0.41
O -4.25 0.07 0.60
O -3.73 -0.30 -1.55
O -0.61 2.64 -0.55
C 0.11 3.34 0.38
C -0.22 4.82 0.16
O 1.55 3.22 0.17
C 1.88 2.82 -1.11
O 1.93 3.63 -1.99
C 2.25 1.40 -1.30
C 3.17 0.79 -0.44
C 3.48 -0.56 -0.62
C 2.87 -1.28 -1.63
C 1.97 -0.67 -2.51
C 1.67 0.68 -2.35
H 0.72 4.58 4.25
H 0.15 5.85 3.15
H 1.29 4.59 2.61
H -1.03 3.28 3.72
H -0.04 1.42 3.36
H 1.42 2.38 3.05
H -0.18 0.12 0.06
H -1.09 0.17 -1.25
H -3.01 2.03 -1.63
H -3.78 2.53 -0.08
H -2.93 -0.84 -1.44
H 0.13 5.47 0.96
H 0.29 5.13 -0.75
H -1.29 4.93 0.04
H 3.60 1.37 0.36
H 4.17 -1.03 0.07
H 3.06 -2.33 -1.76
H 1.51 -1.24 -3.30
H 0.96 1.19 -2.98
C -0.46 6.98 8.13
C -0.50 6.23 6.81
O -0.27 6.77 5.75
N -0.81 4.90 6.86
C -1.09 4.08 8.03
H -0.20 8.01 7.92
H -1.43 6.95 8.62
H 0.29 6.55 8.80
H -0.85 4.47 5.95
H -0.37 3.26 8.08
H -2.10 3.67 7.97
H -1.00 4.67 8.93
C 1.28 -1.61 -6.79
C 0.06 -1.91 -5.94
O -0.08 -1.41 -4.83
N -0.87 -2.75 -6.45
C -0.87 -3.43 -7.74
H 1.92 -0.93 -6.23
H 1.83 -2.52 -7.00
H 0.99 -1.14 -7.73
H -1.66 -2.90 -5.84
H -1.74 -3.12 -8.32
H -0.91 -4.51 -7.59
H 0.03 -3.19 -8.30
C 3.84 1.19 9.25
C 2.71 2.12 8.89
O 1.68 2.18 9.56
N 2.86 2.90 7.79
C 3.99 2.97 6.88
H 3.56 0.64 10.14
H 4.02 0.48 8.44
H 4.76 1.74 9.44
H 2.07 3.50 7.61
H 4.41 3.97 6.87
H 3.67 2.71 5.87
H 4.76 2.27 7.19
C -0.21 -4.90 -0.84
C 0.05 -4.02 -2.04
O 1.17 -3.66 -2.36
N -1.03 -3.61 -2.76
C -2.43 -3.93 -2.53
H 0.75 -5.13 -0.38
H -0.84 -4.39 -0.11
H -0.69 -5.84 -1.14
H -0.79 -2.99 -3.52
H -2.85 -4.43 -3.41
H -3.01 -3.03 -2.34
H -2.54 -4.59 -1.68
C -1.15 -8.99 -8.07
C -1.49 -7.51 -8.07
O -0.65 -6.66 -7.81
N -2.77 -7.16 -8.36
C -3.89 -8.03 -8.69
H -0.10 -9.10 -7.82
H -1.75 -9.52 -7.33
H -1.33 -9.42 -9.05
H -2.93 -6.17 -8.35
H -4.28 -7.80 -9.68
H -4.69 -7.90 -7.96
H -3.58 -9.07 -8.67
```

highest occupied orbital energy = -0.1840 hartree
frontier orbital gap = 6.6 eV
2S+1 = 1
charge = -1

Record 5
DFT (ωB97M-V with the def2-TZVPD basis set) results for C27H30FeN3OS5 as an isolated structure.

Structure (XYZ):
```
67
C27H30FeN3OS5, DFT ωB97M-V with the def2-TZVPD basis set
Fe 0.72 -0.20 -0.50
S 2.97 0.96 -0.06
C 3.40 -0.23 1.17
C 4.70 -0.74 1.25
C 5.07 -1.66 2.21
C 4.14 -2.10 3.15
C 2.85 -1.59 3.11
C 2.48 -0.69 2.13
S 0.87 0.07 2.10
C -0.34 -1.25 2.37
C -1.29 -1.63 1.25
C -2.22 -2.62 1.53
C -3.10 -3.02 0.54
C -3.03 -2.43 -0.71
C -2.07 -1.45 -0.93
C -1.90 -0.91 -2.33
S -0.94 0.61 -2.53
C -2.14 1.79 -1.97
C -3.23 2.04 -2.79
C -4.20 2.95 -2.43
C -4.05 3.64 -1.23
C -2.96 3.40 -0.42
C -1.95 2.47 -0.75
S -0.59 2.24 0.29
N -1.26 -1.05 0.04
H 5.42 -0.41 0.52
H 6.08 -2.04 2.22
H 4.42 -2.82 3.91
H 2.13 -1.90 3.85
H -0.97 -0.90 3.20
H 0.16 -2.16 2.70
H -2.23 -3.08 2.51
H -3.82 -3.80 0.74
H -3.68 -2.74 -1.52
H -2.89 -0.75 -2.77
H -1.39 -1.68 -2.92
H -3.30 1.51 -3.73
H -5.05 3.14 -3.08
H -4.79 4.37 -0.92
H -2.85 3.95 0.51
C 1.23 -4.22 1.04
C 1.49 -3.42 -0.26
C 0.58 -3.99 -1.35
C 2.97 -3.60 -0.64
O 1.22 -2.09 -0.03
H 1.48 -5.28 0.92
H 0.18 -4.14 1.32
H 1.85 -3.81 1.84
H 0.74 -5.06 -1.50
H 0.75 -3.49 -2.30
H -0.47 -3.84 -1.06
H 3.21 -4.65 -0.84
H 3.60 -3.24 0.17
H 3.20 -3.02 -1.53
C 1.08 0.18 -5.93
N 2.04 0.73 -5.01
C 2.72 1.92 -5.16
C 3.44 2.12 -4.03
N 3.21 1.04 -3.22
C 2.33 0.19 -3.80
S 1.72 -1.21 -3.10
H 1.37 0.43 -6.94
H 0.08 0.56 -5.72
H 1.06 -0.91 -5.80
H 2.62 2.52 -6.05
H 4.09 2.92 -3.75
H 3.46 0.94 -2.21
```

highest occupied orbital energy (spin up / spin down) = -0.1387 / -0.1375 hartree
frontier orbital gap (spin up / spin down) = 6.3 / 6.3 eV
2S+1 = 5
charge = -1

Record 6
DFT (ωB97M-V with the def2-TZVPD basis set) results for a 2-piece molecular cluster, C5H10O overall.

Structure (XYZ):
```
16
C5H10O, DFT ωB97M-V with the def2-TZVPD basis set
C 1.54 0.51 0.31
C 0.11 1.02 0.42
C -0.70 1.49 -0.80
O -1.71 0.69 -0.50
C -1.07 0.06 0.66
C -0.88 -1.42 0.48
H 1.93 0.27 1.30
H 2.18 1.27 -0.14
H 1.60 -0.39 -0.32
H 0.09 1.86 1.13
H 0.57 0.04 -2.69
H 0.22 0.68 -2.50
H -1.67 0.27 1.55
H -1.84 -1.94 0.45
H -0.30 -1.82 1.32
H -0.34 -1.65 -0.45
```

highest occupied orbital energy = -0.3104 hartree
frontier orbital gap = 9.4 eV
2S+1 = 1
charge = 0

Record 7
DFT (ωB97M-V with the def2-TZVPD basis set) results for a 14-piece molecular cluster, C6H39NO14 overall in a non-equilibrium geometry.

Structure (XYZ):
```
60
C6H39NO14, DFT ωB97M-V with the def2-TZVPD basis set
C 1.94 -0.53 -0.06
N 0.57 -0.49 0.44
C 0.40 -1.28 1.63
C -1.06 -1.25 1.95
C -1.73 -0.92 0.56
C -0.61 -0.77 -0.47
C -0.71 0.49 -1.33
O 0.13 0.43 -2.51
H 1.92 -0.36 -1.13
H 2.50 0.30 0.39
H 2.58 -1.35 0.28
H 1.10 -0.92 2.40
H 0.75 -2.32 1.60
H -1.51 -2.18 2.29
H -1.44 -0.49 2.63
H -2.52 -1.64 0.38
H -2.13 0.09 0.71
H -0.48 -1.59 -1.19
H -0.39 1.36 -0.78
H -1.73 0.65 -1.71
H -0.18 1.15 -3.10
H 1.18 -4.06 2.78
H 2.65 -3.74 2.73
O 1.97 -4.04 3.33
H -0.99 3.07 -3.59
H 0.49 2.93 -3.53
O -0.30 2.41 -3.79
H -2.74 3.77 -1.56
H -3.13 2.49 -2.21
O -2.57 3.26 -2.37
H 1.15 2.47 -1.75
H 2.57 2.85 -1.84
O 1.71 3.13 -2.17
H 2.42 -3.58 0.57
H 2.72 -5.03 0.11
O 2.92 -4.37 0.78
H 0.64 -1.24 -3.38
H 1.26 -2.27 -4.45
O 0.83 -2.17 -3.60
H 1.31 2.65 2.99
H 2.78 3.25 3.30
O 1.93 2.99 3.65
H -0.95 -2.65 -3.11
H -2.14 -3.43 -3.06
O -1.63 -2.88 -2.45
H -0.51 2.71 2.01
H 0.12 1.45 1.16
O -0.01 2.42 1.24
H -2.30 3.51 0.30
H -3.46 2.93 1.24
O -3.15 3.68 0.71
H -0.42 -4.43 -0.35
H 0.19 -2.98 -0.63
O 0.38 -3.90 -0.43
H 2.42 2.40 1.31
H 2.74 3.66 0.53
O 2.87 2.70 0.51
H -2.77 0.55 4.41
H -3.86 0.44 3.35
O -3.72 0.69 4.28
```

highest occupied orbital energy (spin up / spin down) = -0.0042 / -0.2358 hartree
frontier orbital gap (spin up / spin down) = 2.3 / 8.6 eV
2S+1 = 2
charge = -1

Record 8
DFT (ωB97M-V with the def2-TZVPD basis set) results for a 3-piece molecular cluster, C14H33BrClO9P3 overall in a non-equilibrium geometry.

Structure (XYZ):
```
61
C14H33BrClO9P3, DFT ωB97M-V with the def2-TZVPD basis set
C -0.75 0.17 -3.63
C 0.65 -0.03 -4.17
O 1.56 -0.47 -3.16
P 1.54 -2.00 -2.67
O 1.94 -2.84 -3.81
O 2.89 -2.01 -1.75
C 3.86 -3.05 -1.86
C 5.08 -2.55 -2.60
O 0.56 -1.79 -1.42
C 0.78 -2.39 -0.13
C 1.31 -1.34 0.82
H -1.19 -0.78 -3.32
H -1.39 0.62 -4.38
H -0.72 0.82 -2.75
H 0.65 -0.75 -5.00
H 1.04 0.91 -4.56
H 3.45 -3.93 -2.34
H 4.14 -3.34 -0.84
H 4.81 -2.18 -3.59
H 5.82 -3.34 -2.70
H 5.53 -1.72 -2.06
H 1.43 -3.26 -0.19
H -0.19 -2.75 0.23
H 2.25 -0.93 0.47
H 1.46 -1.76 1.82
H 0.61 -0.51 0.89
C -1.48 2.28 7.14
C -1.19 0.84 6.76
O -2.21 0.30 5.92
P -2.26 0.69 4.35
O -1.05 0.09 3.76
O -3.35 -0.41 3.83
C -3.09 -1.10 2.60
C -2.50 -2.47 2.82
O -3.32 1.88 4.51
C -4.42 2.07 3.60
C -5.69 1.60 4.26
H -1.43 2.94 6.27
H -0.76 2.64 7.88
H -2.49 2.37 7.55
H -0.22 0.77 6.26
H -1.16 0.22 7.65
H -2.41 -0.53 1.97
H -4.05 -1.16 2.09
H -1.58 -2.41 3.39
H -2.30 -2.95 1.86
H -3.18 -3.11 3.39
H -4.25 1.58 2.64
H -4.49 3.14 3.40
H -5.64 0.54 4.51
H -6.55 1.76 3.60
H -5.86 2.14 5.19
O 2.59 2.25 -9.29
C 2.66 2.77 -8.24
Br 1.07 3.60 -7.49
C 3.97 2.74 -7.46
P 4.01 3.22 -5.68
Cl 3.56 5.23 -5.75
H 4.37 1.73 -7.54
H 4.69 3.41 -7.94
H 2.90 2.54 -5.13
```

highest occupied orbital energy = -0.3416 hartree
frontier orbital gap = 9.7 eV
2S+1 = 1
charge = 0
SMILES string = CCOP(=O)(OCC)OCC.CCOP(=O)(OCC)OCC.O=C(Br)CPCl

Record 9
DFT (ωB97M-V with the def2-TZVPD basis set) results for a 2-piece molecular cluster, FNOS overall in a non-equilibrium geometry.

Structure (XYZ):
```
4
FNOS, DFT ωB97M-V with the def2-TZVPD basis set
N 1.23 0.75 0.04
O 1.39 -0.36 -0.03
F -0.96 -0.99 0.00
S -1.65 0.60 -0.01
```

highest occupied orbital energy (spin up / spin down) = -0.3419 / -0.2961 hartree
frontier orbital gap (spin up / spin down) = 7.9 / 4.9 eV
2S+1 = 1
charge = 0

Record 10
DFT (ωB97M-V with the def2-TZVPD basis set) results for one molecule with the formula C3H4O2S in a non-equilibrium geometry.

Structure (XYZ):
```
10
C3H4O2S, DFT ωB97M-V with the def2-TZVPD basis set
C -1.96 -0.22 -0.05
C -0.93 0.68 -0.04
C 0.34 0.10 0.01
O 1.44 0.69 -0.02
O 3.21 -1.17 -0.01
S 3.03 0.27 -0.03
H -2.95 0.11 0.07
H -1.79 -1.22 -0.06
H -0.90 1.70 0.15
H 0.50 -0.93 -0.02
```

highest occupied orbital energy (spin up / spin down) = -0.3030 / -0.2623 hartree
frontier orbital gap (spin up / spin down) = 8.3 / 6.3 eV
2S+1 = 1
charge = 0

Record 11
DFT (ωB97M-V with the def2-TZVPD basis set) results for one molecule with the formula C4H7NO2 in a non-equilibrium geometry.

Structure (XYZ):
```
14
C4H7NO2, DFT ωB97M-V with the def2-TZVPD basis set
O -1.84 -0.55 -1.70
N -1.61 0.61 -0.95
C -0.46 0.55 -0.42
C 0.20 1.42 0.66
C 0.82 -0.04 1.11
C 0.74 -0.46 -0.34
O 0.81 -1.84 -0.52
H -2.69 -0.38 -2.12
H -0.45 1.92 1.39
H 0.84 2.19 0.20
H -0.05 -0.46 1.62
H 1.62 -0.69 1.76
H 1.52 -0.03 -1.01
H 0.54 -2.25 0.31
```

highest occupied orbital energy = -0.3496 hartree
frontier orbital gap = 10.4 eV
2S+1 = 1
charge = 0
SMILES string = O/N=C1/CC[C@H]1O

Record 12
DFT (ωB97M-V with the def2-TZVPD basis set) results for a 2-piece molecular cluster, C9H14 overall in a non-equilibrium geometry.

Structure (XYZ):
```
23
C9H14, DFT ωB97M-V with the def2-TZVPD basis set
C -2.17 1.27 -1.18
C -0.95 1.29 -0.32
C 0.18 2.06 -0.72
C 1.25 2.01 0.19
C 1.12 1.27 1.37
C 0.02 0.47 1.69
C -1.08 0.56 0.83
H -2.05 1.65 -2.19
H -2.92 1.86 -0.63
H -2.69 0.33 -1.41
H 0.29 2.52 -1.64
H 1.99 2.64 -0.12
H 1.85 1.48 2.20
H -0.09 -0.03 2.65
H -2.13 -0.05 1.00
C 0.90 -2.36 -0.96
C 1.00 -2.55 0.47
H 0.14 -2.86 -1.55
H 0.73 -1.24 -1.09
H 1.89 -2.37 -1.41
H 1.74 -3.23 0.90
H 0.90 -1.62 1.12
H 0.07 -3.12 0.80
```

highest occupied orbital energy = -0.3266 hartree
frontier orbital gap = 9.9 eV
2S+1 = 1
charge = 0
SMILES string = Cc1ccccc1.CC

Record 13
DFT (ωB97M-V with the def2-TZVPD basis set) results for an isolated ion of composition C5H12NS and charge -1 in a non-equilibrium geometry.

Structure (XYZ):
```
19
C5H12NS, DFT ωB97M-V with the def2-TZVPD basis set
C 0.10 -0.89 2.01
C -0.78 0.28 1.54
C -0.02 1.33 0.69
N 0.59 0.97 -0.59
C -0.15 -0.13 -1.26
C 0.40 -0.45 -2.64
S 0.26 -2.21 -3.10
H -0.18 -1.15 3.04
H -0.02 -1.80 1.43
H 1.15 -0.63 2.15
H -1.68 -0.13 1.10
H -1.03 0.90 2.41
H -0.85 1.99 0.38
H 0.59 1.95 1.32
H 1.54 0.67 -0.41
H -1.13 0.33 -1.37
H -0.19 -1.03 -0.65
H -0.09 0.22 -3.33
H 1.47 -0.21 -2.72
```

highest occupied orbital energy = -0.0814 hartree
frontier orbital gap = 5.7 eV
2S+1 = 1
charge = -1
SMILES string = CCCNCC[S-]